{
  "formula": "C28H65NO9S6",
  "method": "wB97M-V/def2-TZVPD",
  "species": ["C", "C", "C", "O", "C", "H", "H", "H", "H", "H", "H", "H", "H", "C", "C", "C", "O", "C", "H", "H", "H", "H", "H", "H", "H", "H", "C", "C", "C", "O", "C", "H", "H", "H", "H", "H", "H", "H", "H", "C", "S", "O", "C", "H", "H", "H", "H", "H", "H", "C", "S", "O", "C", "H", "H", "H", "H", "H", "H", "C", "S", "O", "C", "H", "H", "H", "H", "H", "H", "C", "S", "O", "C", "H", "H", "H", "H", "H", "H", "C", "S", "O", "C", "H", "H", "H", "H", "H", "H", "C", "S", "O", "C", "H", "H", "H", "H", "H", "H", "N", "C", "C", "C", "C", "H", "H", "H", "H", "H"],
  "positions_angstrom": [[0.3215, 2.0610, 3.8795], [1.2561, 3.1049, 3.2738], [2.0046, 2.3059, 2.1835], [1.9765, 0.9314, 2.6393], [1.1121, 0.7796, 3.7920], [-0.5772, 1.9720, 3.2490], [0.0487, 2.3337, 4.9524], [2.0610, 3.4055, 3.9989], [0.7801, 4.0501, 2.9504], [3.0382, 2.6776, 2.1776], [1.5933, 2.3539, 1.1544], [1.6408, 0.7119, 4.6997], [0.4781, -0.0605, 3.6636], [2.7102, -5.7451, -0.1761], [1.6578, -4.9110, 0.5485], [1.5344, -5.5917, 1.8297], [1.6570, -6.9969, 1.5404], [2.6613, -7.1300, 0.5081], [3.7113, -5.3154, -0.0313], [2.5360, -5.7669, -1.2793], [0.6595, -4.9379, 0.0294], [2.0528, -3.9177, 0.6022], [0.5321, -5.5139, 2.3443], [2.3416, -5.3838, 2.5320], [2.1965, -7.8685, -0.1167], [3.6273, -7.4274, 0.9012], [1.0517, 6.1285, -0.8155], [1.7932, 4.9020, -0.1923], [1.6747, 3.9195, -1.3866], [1.9549, 4.7173, -2.5528], [1.4202, 6.0081, -2.2807], [1.4869, 7.0452, -0.3457], [0.0034, 6.0644, -0.5081], [1.2926, 4.6054, 0.6859], [2.8682, 5.0454, -0.1376], [0.7341, 3.4158, -1.4275], [2.3818, 3.0972, -1.4121], [0.5724, 6.2349, -2.9453], [2.2637, 6.6391, -2.4539], [3.2058, -1.0215, -4.3853], [2.3795, -2.5539, -3.7833], [2.4623, -2.6576, -2.2729], [0.6960, -2.0467, -3.9818], [2.8153, -0.8703, -5.3772], [4.2745, -1.2051, -4.5341], [2.9859, -0.1286, -3.7938], [0.6172, -1.0273, -3.6807], [0.0315, -2.7969, -3.5343], [0.4232, -1.9687, -5.0229], [-3.5653, 3.6572, 2.7312], [-3.0776, 3.6809, 0.9747], [-1.6128, 3.5823, 0.9152], [-3.8503, 2.0657, 0.5663], [-3.0396, 2.7893, 3.1839], [-4.6096, 3.5251, 2.8184], [-3.3049, 4.5757, 3.1754], [-4.9287, 2.2797, 0.4396], [-3.7401, 1.2619, 1.2923], [-3.4263, 1.6612, -0.3074], [-3.0373, -1.8996, 3.6408], [-4.3261, -2.4020, 2.4279], [-4.8055, -1.1440, 1.7075], [-3.3152, -3.3575, 1.3426], [-2.1841, -1.5299, 3.0531], [-2.7676, -2.7218, 4.3130], [-3.4558, -1.1205, 4.2622], [-3.9753, -3.5136, 0.5237], [-3.1476, -4.2505, 1.8981], [-2.3885, -2.8205, 1.1436], [0.2918, 2.8160, -4.3928], [-0.9996, 1.6975, -3.8947], [-0.2908, 0.6912, -2.9960], [-1.9175, 2.7124, -2.7576], [0.9744, 2.4403, -5.1858], [0.9455, 3.1264, -3.5884], [-0.0847, 3.7441, -4.9418], [-2.3613, 3.4562, -3.3845], [-1.3149, 3.2162, -1.9718], [-2.8581, 2.1720, -2.4561], [4.3635, -2.1712, 0.7171], [4.5376, -3.2499, 2.1610], [5.7868, -2.9505, 2.8808], [3.3507, -2.4544, 3.2133], [4.1624, -1.1383, 0.9732], [3.5129, -2.4728, 0.1334], [5.2309, -2.1773, 0.1198], [3.8664, -1.5238, 3.4443], [3.1849, -3.0352, 4.1888], [2.3415, -2.2576, 2.6523], [1.3900, -0.7452, -0.1231], [-0.3344, -0.9318, 0.2427], [-0.4392, -1.4473, 1.6636], [-0.8301, 0.7645, 0.1885], [1.6821, -1.6731, -0.6570], [1.7907, -0.6128, 0.9670], [1.5475, 0.2106, -0.6337], [-0.2246, 1.3328, 0.9186], [-1.8627, 0.9093, 0.4423], [-0.5591, 1.0107, -0.8492], [-4.8020, -1.1181, -1.2113], [-4.0927, -1.5797, -2.3055], [-4.5817, -0.9356, -3.3964], [-5.6108, -0.0462, -3.0101], [-5.7028, -0.1542, -1.6286], [-4.6015, -1.2462, -0.2450], [-3.1180, -2.2057, -2.3174], [-4.1768, -1.0386, -4.3488], [-6.2479, 0.6142, -3.5682], [-6.3909, 0.2648, -0.8528]],
  "e_lumo_ev": 0.1902,
  "gap_ev": 8.399,
  "multiplicity": 1,
  "homo_ha": -0.302
}